No. 1
{"formula": "C14H18F42N7O37S14", "method": "wB97M-V/def2-TZVPD", "symbols": ["C", "F", "F", "F", "S", "O", "O", "N", "S", "O", "O", "C", "F", "F", "F", "C", "F", "F", "F", "S", "O", "O", "N", "S", "O", "O", "C", "F", "F", "F", "C", "F", "F", "F", "S", "O", "O", "N", "S", "O", "O", "C", "F", "F", "F", "C", "F", "F", "F", "S", "O", "O", "N", "S", "O", "O", "C", "F", "F", "F", "C", "F", "F", "F", "S", "O", "O", "N", "S", "O", "O", "C", "F", "F", "F", "C", "F", "F", "F", "S", "O", "O", "N", "S", "O", "O", "C", "F", "F", "F", "C", "F", "F", "F", "S", "O", "O", "N", "S", "O", "O", "C", "F", "F", "F", "O", "H", "H", "O", "H", "H", "O", "H", "H", "O", "H", "H", "O", "H", "H", "O", "H", "H", "O", "H", "H", "O", "H", "H", "O", "H", "H"], "coordinates": [[8.591, -9.258, 15.452], [8.205, -7.935, 15.455], [9.933, -9.436, 15.365], [8.143, -9.591, 16.667], [7.513, -9.979, 14.072], [6.130, -9.825, 14.496], [7.723, -9.247, 12.773], [7.945, -11.693, 14.217], [9.037, -11.832, 12.991], [9.998, -10.710, 12.823], [9.634, -13.142, 13.000], [7.911, -11.818, 11.311], [8.576, -11.156, 10.378], [7.705, -13.084, 10.852], [6.667, -11.362, 11.565], [9.687, -9.165, 3.353], [10.648, -9.647, 4.220], [9.600, -10.101, 2.428], [8.525, -9.075, 3.973], [10.259, -7.432, 2.541], [11.643, -7.732, 2.238], [9.263, -7.132, 1.537], [10.108, -6.343, 3.905], [10.549, -4.974, 3.309], [11.526, -4.908, 2.263], [9.292, -4.228, 2.988], [11.402, -4.144, 4.890], [12.111, -5.031, 5.547], [12.236, -3.099, 4.585], [10.416, -3.722, 5.687], [15.176, -13.381, 0.197], [14.215, -13.079, -0.719], [16.201, -12.480, 0.175], [14.602, -13.277, 1.393], [15.871, -15.194, 0.003], [16.758, -15.429, 1.153], [14.640, -15.963, 0.025], [16.564, -15.188, -1.653], [18.104, -14.974, -1.359], [18.834, -14.882, -2.622], [18.467, -13.851, -0.466], [18.707, -16.697, -0.620], [19.785, -16.412, 0.044], [17.825, -17.274, 0.137], [19.060, -17.593, -1.543], [18.994, -26.517, 9.272], [19.856, -25.954, 8.336], [19.711, -26.945, 10.347], [18.168, -25.569, 9.618], [17.914, -27.980, 8.532], [16.468, -27.667, 8.747], [18.346, -28.153, 7.090], [18.378, -29.313, 9.546], [19.845, -29.598, 8.970], [20.637, -28.623, 8.234], [20.700, -30.140, 10.064], [19.481, -31.101, 7.813], [18.781, -32.104, 8.387], [18.672, -30.729, 6.745], [20.620, -31.595, 7.373], [17.771, -18.648, 7.651], [18.504, -18.041, 8.659], [18.636, -19.210, 6.845], [16.976, -19.598, 8.169], [16.669, -17.316, 6.617], [17.718, -16.575, 5.955], [15.769, -18.110, 5.773], [15.850, -16.502, 7.832], [15.257, -15.322, 7.049], [16.191, -14.424, 6.386], [14.168, -15.731, 6.165], [14.369, -14.305, 8.372], [13.578, -15.087, 9.036], [15.247, -13.721, 9.169], [13.694, -13.404, 7.706], [13.693, -23.416, 3.903], [12.929, -22.720, 4.840], [14.672, -22.603, 3.475], [14.306, -24.450, 4.398], [12.569, -23.921, 2.280], [13.298, -25.041, 1.675], [11.270, -24.225, 2.894], [12.526, -22.327, 1.470], [13.680, -22.279, 0.429], [14.011, -20.909, 0.027], [14.853, -23.160, 0.751], [12.968, -23.054, -1.228], [12.194, -24.141, -1.036], [12.232, -22.142, -1.921], [14.003, -23.402, -2.031], [18.097, -3.960, 6.020], [17.100, -3.201, 6.138], [19.066, -3.104, 5.501], [18.458, -4.425, 7.241], [17.594, -5.450, 4.842], [16.164, -5.622, 4.766], [18.004, -5.217, 3.435], [18.525, -6.865, 5.454], [17.403, -7.378, 6.446], [16.663, -6.405, 7.335], [16.617, -8.392, 5.730], [18.474, -8.271, 7.844], [18.844, -9.464, 7.306], [19.554, -7.554, 8.232], [17.654, -8.591, 8.850], [12.215, -18.474, 3.743], [13.111, -18.448, 4.081], [11.863, -17.603, 3.928], [10.185, -8.255, 7.107], [10.400, -9.138, 6.807], [10.316, -7.701, 6.337], [21.856, -20.745, 2.294], [21.936, -21.686, 2.137], [21.427, -20.679, 3.147], [18.633, -12.642, 3.447], [18.161, -13.108, 4.137], [19.267, -13.278, 3.117], [21.086, -18.175, 12.512], [21.801, -18.528, 11.984], [21.122, -17.230, 12.365], [13.537, -15.989, 13.715], [13.658, -15.648, 14.601], [12.836, -15.452, 13.344], [13.740, -18.892, 10.486], [14.110, -18.404, 9.750], [12.899, -19.215, 10.161], [16.711, -16.236, 11.426], [16.447, -16.153, 10.509], [17.480, -15.672, 11.507], [17.677, -20.084, 12.241], [17.733, -20.833, 11.648], [18.581, -19.782, 12.332]], "e_homo_ev": 1.2770, "orbital_gap_ev": 6.677, "total_charge": -7}

=====

No. 2
{"formula": "C29H41Br63InNO2PS", "method": "wB97M-V/def2-TZVPD", "symbols": ["C", "C", "P", "C", "C", "In", "N", "C", "C", "C", "S", "C", "O", "O", "H", "H", "H", "H", "H", "H", "H", "H", "H", "H", "H", "H", "H", "H", "H", "H", "H", "H", "H", "H", "C", "Br", "Br", "Br", "H", "C", "Br", "Br", "Br", "H", "C", "Br", "Br", "Br", "H", "C", "Br", "Br", "Br", "H", "C", "Br", "Br", "Br", "H", "C", "Br", "Br", "Br", "H", "C", "Br", "Br", "Br", "H", "C", "Br", "Br", "Br", "H", "C", "Br", "Br", "Br", "H", "C", "Br", "Br", "Br", "H", "C", "Br", "Br", "Br", "H", "C", "Br", "Br", "Br", "H", "C", "Br", "Br", "Br", "H", "C", "Br", "Br", "Br", "H", "C", "Br", "Br", "Br", "H", "C", "Br", "Br", "Br", "H", "C", "Br", "Br", "Br", "H", "C", "Br", "Br", "Br", "H", "C", "Br", "Br", "Br", "H", "C", "Br", "Br", "Br", "H", "C", "Br", "Br", "Br", "H"], "coordinates": [[-4.143, -1.789, -2.663], [-4.198, -0.309, -1.897], [-3.998, -0.422, -0.001], [-4.848, 1.176, 0.705], [-4.668, 2.490, -0.259], [-1.545, -0.220, 0.717], [-1.552, -0.167, 2.852], [-0.349, -0.542, 3.398], [1.062, 0.345, 3.260], [-0.194, -1.930, 4.319], [-0.039, -1.930, -0.304], [1.686, -1.149, -0.512], [0.197, -3.203, 0.579], [-0.532, -2.478, -1.691], [-3.059, -2.220, -2.758], [-4.915, -2.555, -2.188], [-4.517, -1.580, -3.777], [-5.295, 0.108, -2.107], [-3.464, 0.435, -2.427], [-4.268, 1.408, 1.719], [-5.972, 0.899, 0.881], [-5.378, 3.348, 0.168], [-3.568, 2.949, -0.235], [-4.976, 2.332, -1.378], [-0.978, 1.405, 0.097], [1.799, -0.132, 2.480], [1.591, 0.219, 4.322], [0.864, 1.488, 3.104], [-1.217, -2.312, 4.739], [0.452, -2.748, 3.781], [0.446, -1.583, 5.266], [1.829, -0.633, -1.552], [1.806, -0.321, 0.307], [2.533, -1.979, -0.391], [5.622, -1.862, 1.468], [5.586, -0.457, 0.123], [7.153, -1.689, 2.655], [3.949, -1.962, 2.455], [5.736, -2.812, 0.935], [6.940, 3.730, 0.238], [6.098, 3.074, -1.388], [5.658, 3.925, 1.689], [8.460, 2.635, 0.759], [7.327, 4.730, 0.017], [-1.699, 0.166, 7.325], [-3.537, -0.157, 7.874], [-1.520, 0.210, 5.388], [-0.965, 1.764, 8.156], [-1.105, -0.682, 7.682], [-6.499, 1.042, -5.299], [-7.487, 1.503, -6.910], [-7.376, -0.374, -4.293], [-4.642, 0.611, -5.686], [-6.494, 1.931, -4.661], [3.046, -3.107, 7.505], [1.208, -3.430, 8.055], [3.225, -3.063, 5.568], [3.780, -1.508, 8.336], [3.640, -3.954, 7.862], [3.116, -1.777, -4.158], [4.607, -1.374, -2.976], [2.201, -0.164, -4.746], [3.662, -2.887, -5.660], [2.395, -2.359, -3.576], [-9.482, 3.581, -4.160], [-9.518, 4.986, -5.505], [-7.951, 3.754, -2.973], [-11.156, 3.481, -3.173], [-9.368, 2.631, -4.693], [4.006, 7.195, 0.217], [2.168, 6.872, 0.766], [4.185, 7.239, -1.720], [4.740, 8.793, 1.048], [4.600, 6.348, 0.574], [-1.629, 3.913, -5.111], [-2.832, 4.010, -3.586], [-0.222, 2.597, -4.840], [-2.591, 3.612, -6.775], [-1.141, 4.890, -5.196], [5.075, 1.133, 5.679], [6.000, 1.871, 4.135], [3.292, 0.504, 5.221], [6.125, -0.246, 6.561], [4.951, 1.950, 6.397], [0.333, 2.673, -9.947], [-1.039, 1.708, -10.932], [1.131, 1.575, -8.553], [1.679, 3.429, -11.132], [-0.162, 3.513, -9.449], [5.012, -6.115, -7.471], [6.196, -7.400, -8.325], [4.488, -4.692, -8.689], [3.468, -6.980, -6.662], [5.579, -5.648, -6.659], [10.767, -1.605, 4.825], [11.951, -2.890, 3.971], [10.243, -0.182, 3.606], [9.223, -2.470, 5.634], [11.334, -1.138, 5.637], [8.980, 3.337, -4.236], [10.026, 1.795, -3.678], [9.367, 4.905, -3.153], [9.185, 3.701, -6.136], [7.927, 3.085, -4.071], [-14.969, 2.938, -3.876], [-15.297, 1.453, -5.088], [-14.232, 4.481, -4.804], [-16.556, 3.401, -2.851], [-14.211, 2.605, -3.159], [2.866, -7.487, 7.667], [1.262, -8.326, 8.380], [2.483, -6.422, 6.085], [3.808, -6.458, 9.022], [3.537, -8.294, 7.354], [1.079, 2.167, 12.223], [2.264, 0.882, 11.369], [0.556, 3.590, 11.004], [-0.464, 1.302, 13.032], [1.646, 2.634, 13.035], [-0.883, -2.765, 15.060], [-2.721, -3.088, 15.610], [-0.704, -2.721, 13.123], [-0.149, -1.167, 15.891], [-0.289, -3.613, 15.417], [-7.253, -0.497, 5.734], [-7.306, 1.426, 6.021], [-8.914, -1.160, 4.967], [-5.707, -1.030, 4.681], [-7.147, -0.965, 6.718], [-3.331, -1.227, -12.356], [-4.535, -1.129, -10.831], [-1.925, -2.543, -12.086], [-4.294, -1.527, -14.020], [-2.843, -0.250, -12.441], [1.205, -3.233, -14.304], [2.251, -4.775, -13.746], [1.592, -1.664, -13.221], [1.409, -2.868, -16.204], [0.152, -3.484, -14.139]], "e_homo_ev": -4.6345, "orbital_gap_ev": 5.314, "total_charge": -1}

=====

No. 3
{"formula": "C30H85N7O22", "method": "wB97M-V/def2-TZVPD", "symbols": ["C", "C", "O", "O", "H", "H", "H", "H", "H", "H", "C", "C", "O", "O", "H", "H", "H", "H", "H", "H", "C", "C", "O", "O", "H", "H", "H", "H", "H", "H", "C", "C", "O", "O", "H", "H", "H", "H", "H", "H", "C", "C", "O", "O", "H", "H", "H", "H", "H", "H", "C", "C", "O", "O", "H", "H", "H", "H", "H", "H", "C", "C", "O", "O", "H", "H", "H", "H", "H", "H", "C", "C", "O", "O", "H", "H", "H", "H", "H", "H", "C", "C", "O", "O", "H", "H", "H", "H", "H", "H", "C", "O", "N", "N", "H", "H", "H", "H", "C", "O", "N", "N", "H", "H", "H", "H", "C", "O", "N", "N", "H", "H", "H", "H", "C", "C", "C", "C", "C", "C", "N", "O", "C", "C", "C", "H", "H", "H", "H", "H", "H", "H", "H", "H", "H", "H", "H", "H", "H", "H", "H", "H", "H", "H"], "coordinates": [[-15.722, -2.972, -18.151], [-15.585, -3.309, -16.602], [-15.698, -2.146, -15.845], [-16.928, -2.228, -18.118], [-15.841, -3.911, -18.691], [-14.949, -2.379, -18.641], [-14.591, -3.748, -16.512], [-16.286, -4.063, -16.245], [-16.621, -1.933, -16.000], [-16.683, -1.334, -18.366], [-13.817, -2.926, -25.350], [-15.094, -2.864, -26.161], [-14.860, -3.176, -27.519], [-12.905, -1.821, -25.689], [-13.343, -3.883, -25.566], [-14.003, -2.847, -24.279], [-15.600, -1.910, -26.016], [-15.863, -3.544, -25.796], [-15.703, -3.510, -27.834], [-12.496, -1.925, -26.551], [-11.703, -8.967, -21.419], [-12.334, -10.174, -22.087], [-13.328, -10.804, -21.375], [-12.614, -7.880, -21.419], [-10.848, -8.626, -22.003], [-11.379, -9.186, -20.401], [-11.592, -10.933, -22.336], [-12.621, -9.844, -23.085], [-12.972, -10.869, -20.486], [-12.048, -7.114, -21.296], [-9.956, -8.042, -14.702], [-9.455, -6.806, -13.949], [-9.194, -5.806, -14.999], [-10.300, -9.085, -13.796], [-9.200, -8.455, -15.369], [-10.828, -7.697, -15.258], [-8.620, -7.090, -13.307], [-10.269, -6.514, -13.286], [-9.318, -4.897, -14.716], [-11.035, -8.741, -13.284], [-8.431, -2.448, -20.298], [-7.605, -2.215, -21.654], [-6.400, -2.912, -21.827], [-8.956, -3.750, -20.312], [-9.185, -1.669, -20.190], [-7.803, -2.443, -19.407], [-7.420, -1.164, -21.875], [-8.184, -2.467, -22.542], [-6.441, -3.853, -21.638], [-8.181, -4.253, -20.052], [-16.665, 4.989, -15.640], [-16.063, 3.677, -15.120], [-14.831, 3.853, -14.372], [-15.928, 5.600, -16.648], [-16.887, 5.724, -14.866], [-17.596, 4.642, -16.087], [-15.769, 3.010, -15.931], [-16.826, 3.177, -14.524], [-14.099, 3.722, -14.979], [-15.031, 5.260, -16.629], [-10.085, 0.024, -10.967], [-11.100, -0.794, -11.701], [-11.228, -0.598, -13.101], [-8.753, -0.313, -11.421], [-10.106, -0.127, -9.888], [-10.340, 1.074, -11.110], [-12.011, -0.638, -11.123], [-10.852, -1.853, -11.631], [-11.889, -1.171, -13.494], [-8.558, -1.131, -10.959], [-15.846, 2.630, -21.882], [-16.352, 4.019, -22.360], [-15.578, 5.010, -21.827], [-16.032, 2.405, -20.522], [-14.830, 2.424, -22.216], [-16.425, 1.873, -22.411], [-17.336, 4.310, -21.993], [-16.311, 4.139, -23.442], [-16.132, 5.683, -21.424], [-15.685, 3.164, -20.049], [-22.291, 0.620, -15.914], [-21.745, 0.657, -14.484], [-20.748, -0.371, -14.212], [-21.392, 1.175, -16.881], [-23.137, 1.297, -15.792], [-22.689, -0.351, -16.207], [-22.585, 0.577, -13.794], [-21.191, 1.581, -14.316], [-20.628, -0.404, -13.260], [-20.525, 0.849, -16.630], [-14.404, -6.404, -10.354], [-14.345, -7.190, -11.276], [-14.943, -5.235, -10.499], [-13.993, -6.513, -9.149], [-14.547, -4.624, -9.800], [-15.348, -4.943, -11.377], [-13.731, -7.429, -8.813], [-14.209, -5.673, -8.631], [-20.310, -4.099, -22.370], [-20.546, -4.760, -23.329], [-20.393, -4.441, -21.132], [-20.040, -2.853, -22.475], [-20.184, -3.846, -20.343], [-20.731, -5.379, -20.973], [-19.991, -2.376, -21.586], [-20.295, -2.549, -23.403], [-16.148, -11.988, -14.271], [-16.494, -13.022, -14.866], [-15.531, -11.923, -13.127], [-16.279, -10.813, -14.863], [-15.236, -11.040, -12.736], [-15.350, -12.816, -12.691], [-16.957, -10.504, -15.545], [-15.881, -10.116, -14.250], [-26.847, -6.448, -14.065], [-26.090, -5.485, -13.247], [-26.326, -5.576, -11.730], [-25.752, -6.886, -11.036], [-24.250, -6.806, -11.258], [-23.859, -6.675, -12.745], [-24.631, -5.585, -13.418], [-24.128, -5.387, -14.709], [-22.284, -6.297, -12.693], [-23.870, -8.053, -13.511], [-26.496, -4.073, -13.784], [-26.526, -6.450, -15.106], [-27.920, -6.263, -14.114], [-26.737, -7.505, -13.822], [-25.967, -4.654, -11.274], [-27.408, -5.472, -11.644], [-26.185, -7.796, -11.451], [-25.996, -6.926, -9.974], [-23.908, -7.793, -10.946], [-23.917, -6.001, -10.603], [-22.105, -5.476, -11.999], [-21.591, -7.133, -12.595], [-22.008, -6.035, -13.715], [-23.109, -8.754, -13.169], [-24.820, -8.581, -13.427], [-23.913, -7.966, -14.597], [-25.905, -3.322, -13.260], [-27.519, -3.841, -13.486], [-26.283, -3.944, -14.845], [-23.631, -4.573, -14.596]], "e_homo_ev": -8.4394, "orbital_gap_ev": 8.110, "total_charge": 0}